Record 1
Entry from OMol25: a 10-piece molecular cluster, C21H45Cl6N3O18 overall (wB97M-V/def2-TZVPD).

```
93
C21H45Cl6N3O18 (wB97M-V/def2-TZVPD)
C 3.86 -3.62 4.09
N 3.53 -4.41 2.90
O 3.56 -3.82 1.83
O 3.13 -5.54 3.04
H 4.82 -3.14 4.09
H 3.72 -4.26 4.96
H 3.03 -2.91 4.13
C -0.65 -1.49 -3.43
N -1.53 -0.66 -4.27
O -2.34 0.06 -3.74
O -1.46 -0.85 -5.46
H -0.91 -1.21 -2.41
H 0.39 -1.24 -3.60
H -0.86 -2.52 -3.67
C 2.17 -4.53 -2.78
N 0.91 -5.00 -2.13
O -0.09 -4.33 -2.27
O 0.97 -6.00 -1.47
H 2.24 -3.45 -2.77
H 2.20 -4.94 -3.78
H 3.00 -4.98 -2.24
C -0.61 1.34 1.52
O -0.13 0.00 1.54
C 0.52 -0.42 0.48
O 0.64 0.17 -0.56
O 1.08 -1.58 0.77
C 1.77 -2.25 -0.27
H 0.23 2.04 1.51
H -1.28 1.52 2.35
H -1.15 1.60 0.61
H 2.85 -2.14 -0.31
H 1.23 -2.19 -1.22
H 1.67 -3.31 -0.02
C 6.69 -6.61 -2.99
O 5.96 -5.86 -2.01
C 6.63 -5.02 -1.21
O 7.83 -4.96 -1.13
O 5.76 -4.39 -0.46
C 6.19 -3.20 0.20
H 5.98 -6.65 -3.81
H 6.83 -7.63 -2.62
H 7.66 -6.16 -3.20
H 6.83 -3.32 1.06
H 5.28 -2.63 0.35
H 6.67 -2.53 -0.52
C -2.93 0.73 4.59
O -3.86 1.72 4.17
C -4.72 2.24 5.04
O -4.78 1.98 6.21
O -5.55 3.10 4.43
C -5.42 3.37 3.05
H -3.27 0.34 5.55
H -1.91 1.07 4.71
H -2.98 -0.14 3.93
H -4.58 4.04 2.91
H -6.33 3.87 2.71
H -5.34 2.60 2.28
C -4.45 7.31 1.17
O -3.39 6.38 1.20
C -2.99 5.88 2.34
O -3.40 6.19 3.44
O -2.02 4.99 2.12
C -1.30 4.59 3.27
H -4.54 7.72 0.17
H -4.32 8.10 1.92
H -5.40 6.87 1.49
H -0.67 5.29 3.82
H -0.75 3.69 2.99
H -2.02 4.18 3.99
Cl -7.36 3.01 -0.24
C -6.50 1.78 -1.12
C -5.53 0.99 -0.25
Cl -3.99 1.85 0.09
H -5.98 2.22 -1.97
H -7.27 1.07 -1.44
H -5.38 -0.01 -0.64
H -6.02 0.95 0.72
Cl 4.29 -1.79 -2.47
C 4.05 -0.09 -2.06
C 3.70 0.82 -3.23
Cl 4.99 0.88 -4.49
H 4.89 0.32 -1.51
H 3.09 -0.11 -1.53
H 3.55 1.79 -2.77
H 2.77 0.54 -3.71
Cl 0.37 2.24 -3.70
C -0.89 2.40 -2.41
C -2.13 3.13 -2.88
Cl -1.65 4.72 -3.52
H -0.35 2.89 -1.60
H -1.13 1.39 -2.13
H -2.78 3.26 -2.02
H -2.65 2.65 -3.70
```

Summary:
F_max: 0.0480 hartree/bohr
Total charge: 0
HOMO: -0.388 Eh
ΔE to the lowest compared entry with this formula, charge and spin: 1.767 eV
LUMO: -0.12 eV
Structure (SMILES): C[N+](=O)[O-].C[N+](=O)[O-].C[N+](=O)[O-].COC(=O)OC.COC(=O)OC.COC(=O)OC.COC(=O)OC.ClCCCl.ClCCCl.ClCCCl
2S+1: 1

Mulliken population analysis, charges in e, atoms 1 to 4: -0.78, 0.77, -0.35, -0.51

---

Record 2
Entry from OMol25: C27H39ILiN3O2S2 as an isolated structure (wB97M-V/def2-TZVPD).

```
75
C27H39ILiN3O2S2 (wB97M-V/def2-TZVPD)
Li 0.17 1.49 -1.62
C 0.87 -1.61 -1.18
C -0.34 -1.83 -1.86
C -0.34 -0.96 -2.99
C 0.88 -0.23 -2.94
C 1.63 -0.63 -1.82
C 3.03 -0.19 -1.43
C 4.05 -1.24 -1.90
C 3.14 -0.04 0.09
C 3.39 1.15 -2.08
C -1.32 -0.75 -4.15
C -1.63 -2.08 -4.86
C -2.63 -0.07 -3.69
C -0.73 0.17 -5.22
C -1.29 -2.92 -1.36
C -2.79 -2.65 -1.53
C -0.95 -4.26 -2.05
C -1.10 -3.14 0.16
H 1.18 -2.11 -0.27
H 1.28 0.38 -3.74
H 3.82 -2.21 -1.45
H 5.07 -0.96 -1.62
H 4.00 -1.36 -2.98
H 2.90 -0.98 0.59
H 2.45 0.71 0.47
H 4.15 0.25 0.38
H 3.37 1.07 -3.17
H 4.39 1.46 -1.78
H 2.69 1.93 -1.78
H -2.21 -2.77 -4.24
H -0.69 -2.57 -5.13
H -2.21 -1.90 -5.78
H -3.13 -0.62 -2.90
H -3.32 0.04 -4.54
H -2.40 0.93 -3.31
H 0.18 -0.24 -5.65
H -0.51 1.16 -4.81
H -1.46 0.31 -6.03
H -3.10 -2.61 -2.58
H -3.06 -1.71 -1.05
H -3.37 -3.45 -1.06
H -1.18 -4.23 -3.11
H -1.52 -5.08 -1.60
H 0.11 -4.47 -1.93
H -1.14 -2.19 0.69
H -0.15 -3.62 0.38
H -1.89 -3.79 0.55
C -1.10 3.96 3.06
N -1.17 3.91 1.62
C -2.28 4.59 0.97
C -0.43 3.10 0.90
N 0.21 2.48 0.16
H -1.21 5.00 3.38
H -0.13 3.61 3.40
H -1.89 3.36 3.52
H -2.24 5.66 1.20
H -3.24 4.19 1.33
H -2.22 4.45 -0.11
I -0.81 3.79 -2.87
O 3.68 1.17 5.25
S 2.40 1.72 4.87
O 2.33 3.17 4.95
N 1.85 1.18 3.45
C 0.72 0.50 3.58
S -0.20 -0.15 2.35
C 0.26 0.37 5.00
C -0.87 -0.28 5.47
C -1.13 -0.26 6.84
C -0.28 0.40 7.72
C 0.85 1.05 7.24
C 1.10 1.02 5.89
H -1.52 -0.79 4.77
H -2.01 -0.77 7.22
H -0.49 0.40 8.78
H 1.52 1.58 7.91
```

Summary:
F_max: 0.0141 hartree/bohr
Total charge: -2
HOMO: -0.050 Eh
ΔE to the lowest compared entry with this formula, charge and spin: 0.176 eV
LUMO: 4.24 eV
2S+1: 1

Mulliken population analysis, charges in e, atoms 1 to 4: 0.66, -0.52, -0.81, 0.23

---

Q: Which formula does entry 1 have?
A: C21H45Cl6N3O18